Here is a molecular structure, C6H5F3S in a non-equilibrium geometry from OMol25. Energies are from ωB97M-V/def2-TZVPD.

XYZ file:
```
15
C6H5F3S | OMol25 | ωB97M-V/def2-TZVPD
C -2.185 -0.089 -0.791
C -1.000 -0.731 -0.310
C -2.354 1.127 -0.210
C -0.260 0.076 0.538
C 1.022 -0.231 1.134
C 2.378 -0.048 -0.363
F 1.158 -1.612 1.470
F 3.011 1.072 -0.315
F 1.645 -0.172 -1.459
S -1.162 1.528 0.890
H -2.850 -0.548 -1.496
H -0.652 -1.772 -0.509
H -3.193 1.765 -0.212
H 1.296 0.458 2.043
H 3.148 -0.822 -0.411
```

Output
- calculated total energy (eV) = -25288.5260
- HOMO-LUMO gap (eV) = 9.5
- LUMO (eV) = 0.65
- ΔE to the lowest compared entry with this formula, charge and spin (kJ/mol) = 86.60



Here is a molecular structure, C6H5F9NO4S2 from OMol25. Energies are from ωB97M-V/def2-TZVPD.

XYZ file:
```
27
C6H5F9NO4S2 | OMol25 | ωB97M-V/def2-TZVPD
O -1.792 -3.766 1.571
S -2.595 -2.844 0.801
O -3.616 -2.093 1.503
N -1.721 -1.842 -0.089
S -1.325 -2.332 -1.546
O -2.276 -1.888 -2.552
O -0.901 -3.719 -1.641
C 0.142 -1.350 -1.807
C -0.114 0.155 -1.628
C 1.016 0.934 -0.959
F 2.186 0.216 -0.865
F 1.312 2.062 -1.706
C 0.666 1.433 0.472
F 0.180 0.406 1.190
F -0.300 2.390 0.359
C 1.857 2.044 1.272
F 2.582 2.867 0.474
F 2.656 1.038 1.698
C 1.412 2.879 2.522
F 0.298 2.419 3.056
F 2.359 2.846 3.451
F 1.224 4.152 2.189
H -3.254 -3.585 -0.116
H 0.416 -1.585 -2.840
H 0.902 -1.750 -1.139
H -1.044 0.292 -1.066
H -0.270 0.620 -2.605
```

Output
- calculated total energy (eV) = -62112.8074
- net charge = -1
- HOMO-LUMO gap (eV) = 8.6
- LUMO (eV) = 2.90
- ΔE to the lowest compared entry with this formula, charge and spin (kJ/mol) = 10.70